(1)
# C5H8N2

2 unconnected molecules or ions with the total composition C5H8N2 at a distorted geometry (ωB97M-V/def2-TZVPD, the OMol25 dataset).

```
! RIJCOSX wB97M-V def2-TZVPD def2/J DEFGRID3
* xyz 2 1
C 0.3010 1.4564 -3.0162
C 0.1995 -0.0782 0.3438
C 1.4119 -0.5892 0.9118
C 0.0483 0.5233 -0.8528
C 1.4615 -1.5965 1.8574
N 0.3291 0.9929 -1.9582
N -2.8339 0.7957 -0.5894
H 0.3356 1.9780 -4.0258
H -0.7114 -0.0192 0.9370
H 2.3825 -0.2466 0.5776
H 0.7005 -2.3008 1.8137
H 2.4380 -1.9702 2.1614
H 0.9651 -1.0318 2.7896
H -3.7081 0.4712 -0.0663
H -3.3197 1.6149 -0.8836
*
```

Electronic energy (hartree): -303.7878
Orbital gap (spin up / spin down) (eV): 4.7 / 6.8
M (g mol⁻¹): 96.13
E_HOMO (spin up / spin down) (eV): -17.55 / -19.37
Energy above the lowest of the compared OMol25 structures with the same formula, charge and spin (kJ/mol): 731.55



(2)
# C4H13N2O

A gas-phase ion, C4H13N2O (charge +1) at a distorted geometry (ωB97M-V/def2-TZVPD, the OMol25 dataset).

```
! RIJCOSX wB97M-V def2-TZVPD def2/J DEFGRID3
* xyz 1 1
C -1.8134 2.1133 -0.8283
N -1.4755 0.7073 -0.5536
C -0.5229 0.4499 0.6005
C 0.3043 -0.7561 0.3424
N 0.5341 -0.7728 -1.1258
C 1.5749 -0.9987 1.1143
O 2.2572 -2.1215 0.5168
H -1.2327 2.4858 -1.7756
H -1.5332 2.6702 0.1501
H -2.9074 2.2168 -0.8990
H -2.3022 0.0312 -0.2554
H -1.0817 0.4139 1.6070
H 0.1881 1.2687 0.8328
H -0.5028 -1.6349 0.6571
H -0.0360 -1.5057 -1.5276
H 1.5090 -0.8670 -1.3999
H 0.2538 0.1623 -1.5998
H 1.3779 -1.2169 2.2612
H 2.3575 -0.2359 0.9096
H 3.0511 -2.4100 0.9732
*
```

Electronic energy (hartree): -344.6397
Orbital gap (eV): 10.3
M (g mol⁻¹): 105.16
E_HOMO (eV): -13.46
Energy above the lowest of the compared OMol25 structures with the same formula, charge and spin (kJ/mol): 333.91



(3)
# C22H34BBrF3N3O16PS

4 unconnected molecules or ions with the total composition C22H34BBrF3N3O16PS at a distorted geometry (ωB97M-V/def2-TZVPD, the OMol25 dataset).

```
! RIJCOSX wB97M-V def2-TZVPD def2/J DEFGRID3
* xyz 1 1
C 0.5924 3.4638 3.7351
N 0.5068 3.1455 2.2743
C 1.5184 3.8988 1.4735
B 0.6360 1.6837 2.0268
O 1.9732 1.1037 1.8956
C -0.5936 0.6305 1.8798
C -0.3221 -0.3231 3.1799
O 0.2580 -1.6070 2.8244
N 1.3492 -1.7735 3.6641
O 2.3241 -1.9998 3.0360
C -0.8138 -0.1166 0.4649
C 0.4104 -0.9075 -0.1862
C 0.9883 -0.2590 -1.5171
O 1.9708 0.4912 -1.4899
Br 0.1977 -0.6430 -3.3157
C -2.1282 -0.9635 0.9231
N -2.7968 -0.2193 1.8060
C -4.0182 -0.7964 2.4398
C -5.4127 -0.2264 1.9080
C -5.7831 1.0567 2.8139
C -6.8488 2.0463 2.1467
O -7.6380 1.4546 1.0917
C -2.1010 1.1151 2.0403
P -2.7864 2.5640 1.0565
O -4.2754 2.2125 0.2506
O -3.2089 3.7566 2.2218
S -1.6222 3.3223 -0.2856
H 0.0570 2.6561 4.3267
H 1.6461 3.6851 4.1021
H -0.0143 4.4313 3.8916
H 1.1597 4.9411 1.1621
H 1.6908 3.3252 0.4875
H 2.5571 3.9398 1.9738
H 2.3482 1.3111 1.0116
H -1.2477 -0.4205 3.8524
H 0.4599 0.2102 3.8418
H -1.2585 0.5057 -0.3822
H 1.2705 -1.1227 0.5475
H 0.0106 -1.9509 -0.4734
H -2.3428 -2.0066 0.5355
H -3.9930 -0.6335 3.5784
H -4.0059 -1.9216 2.1965
H -6.2328 -1.0081 2.1158
H -5.4435 -0.0290 0.7913
H -6.1476 0.6551 3.8131
H -4.8084 1.6319 3.0128
H -7.5350 2.4070 3.0002
H -6.2738 2.9686 1.7773
H -7.6640 2.1464 0.3913
H -2.3232 1.3036 3.1580
H -3.9567 1.8146 -0.5986
H -3.7961 4.3860 1.7279
C 2.8146 3.5512 8.4260
C 2.1037 4.7325 7.8464
O 1.5210 4.2094 6.6677
C 1.2972 2.8922 6.9261
O 0.5784 2.1919 6.2725
O 1.9835 2.4696 8.0213
F 2.9775 5.7056 7.5009
H 3.8160 3.4155 8.0088
H 2.8915 3.6028 9.5125
H 1.3225 5.1480 8.4892
C 3.3772 -1.6956 -5.6657
C 2.4448 -2.0769 -6.7715
O 3.2878 -2.7472 -7.6856
C 4.2783 -3.2996 -6.9303
O 5.0171 -4.1556 -7.3148
O 4.3176 -2.7607 -5.6795
F 1.9348 -0.9791 -7.3793
H 3.8953 -0.7518 -5.8575
H 2.8735 -1.6290 -4.7001
H 1.6314 -2.7417 -6.4658
C 4.5288 -6.3502 -10.4573
C 3.3969 -6.5726 -9.5061
O 2.8309 -7.7875 -9.9528
C 3.8605 -8.4817 -10.5167
O 3.8277 -9.6496 -10.7607
O 4.9350 -7.6787 -10.7597
F 2.4638 -5.5950 -9.6215
H 4.2142 -5.8481 -11.3764
H 5.3444 -5.7818 -10.0086
H 3.7015 -6.6720 -8.4605
*
```

Electronic energy (hartree): -5864.4815
Orbital gap (eV): 6.7
M (g mol⁻¹): 807.27
E_HOMO (eV): -11.37
Energy above the lowest of the compared OMol25 structures with the same formula, charge and spin (kJ/mol): 0.00



(4)
# C33H42CrGeN7S

A molecular structure, C33H42CrGeN7S at a distorted geometry (ωB97M-V/def2-TZVPD, the OMol25 dataset).

```
! RIJCOSX wB97M-V def2-TZVPD def2/J DEFGRID3
* xyz 3 1
Cr 2.0853 10.4887 16.5303
N 3.9140 11.2688 17.7442
C 4.9258 10.1158 17.8987
C 5.6449 9.8320 16.6116
C 4.8311 9.9848 15.3196
N 3.4580 9.2898 15.5593
H 4.4830 12.0573 17.3509
H 3.6583 11.6646 18.6552
H 4.3434 9.1892 18.1614
H 5.6187 10.2752 18.7269
H 6.0233 8.7941 16.6329
H 6.5109 10.5308 16.5656
H 5.3392 9.4666 14.5340
H 4.6678 11.0148 14.9573
H 3.6447 8.4796 16.1875
H 3.0691 8.8527 14.7031
C 1.4589 13.5434 17.1535
N 1.0704 14.8176 16.6934
C -0.2846 14.7289 16.0990
N -0.2788 13.7330 15.0073
C 0.0938 12.4868 15.5196
N 1.5024 12.4299 16.1082
C 2.4395 12.9174 14.9824
N 2.0510 14.2285 14.5116
C 2.0027 15.1716 15.6684
C 0.6944 14.1806 13.9652
H 0.6787 13.2333 17.9065
H 2.4249 13.5660 17.6783
H -0.4957 15.6746 15.6470
H -1.0224 14.4356 16.8679
H -0.0196 11.6721 14.8135
H -0.6353 12.3829 16.3731
H 2.3082 12.2016 14.1556
H 3.4550 12.9039 15.3788
H 1.7754 16.1934 15.3415
H 2.9876 15.1694 16.0610
H 0.6186 13.4053 13.1739
H 0.4028 15.0980 13.4890
S 1.4663 9.9665 18.5119
C -0.0671 9.2254 18.8373
N -1.1629 9.3663 18.0611
C -2.3261 8.7038 18.3318
C -2.4754 7.9279 19.4596
C -1.4356 7.9574 20.3654
C -0.2209 8.5664 20.0383
H -1.0662 9.9768 17.2118
H -3.0637 8.8265 17.5644
H -3.4600 7.4459 19.4696
H -1.4528 7.3811 21.2877
H 0.6784 8.4801 20.6333
C 0.8516 9.7816 15.7467
Ge 0.0441 8.5688 14.3549
C -0.0576 9.6813 12.7895
C -1.1920 9.6383 11.9804
C -1.2103 10.3743 10.8259
C -0.1320 11.1606 10.4362
C 0.9964 11.2307 11.2677
C 1.0424 10.4661 12.4814
C 1.5454 7.3142 14.3739
C 2.2218 7.1470 13.1432
C 3.2517 6.2314 13.0749
C 3.6144 5.5148 14.1968
C 2.9822 5.6862 15.4090
C 1.9057 6.5787 15.4516
C -1.7299 8.0736 14.9604
C -2.0054 6.7694 15.2540
C -3.3176 6.4605 15.6007
C -4.2690 7.4575 15.7317
C -3.9622 8.7313 15.3433
C -2.7133 9.1018 14.9515
H -2.1055 9.0329 12.1840
H -2.1033 10.4035 10.2226
H -0.1361 11.5333 9.4063
H 1.8948 11.7508 10.9222
H 1.9229 10.5251 13.1023
H 2.0663 7.7530 12.2867
H 3.7587 6.0788 12.1211
H 4.4981 4.9350 14.1560
H 3.2655 5.0473 16.2508
H 1.2646 6.6885 16.3249
H -1.2572 6.0191 15.2726
H -3.5856 5.3955 15.6755
H -5.3382 7.2177 16.0110
H -4.8758 9.3591 15.3919
H -2.4120 10.1008 14.5906
*
```

Electronic energy (hartree): -5184.4797
Orbital gap (spin up / spin down) (eV): 6.4 / 6.4
M (g mol⁻¹): 693.42
E_HOMO (spin up / spin down) (eV): -16.59 / -16.59
Energy above the lowest of the compared OMol25 structures with the same formula, charge and spin (kJ/mol): 0.00



(5)
# C32H39BF4N2O4

5 unconnected molecules or ions with the total composition C32H39BF4N2O4 at a distorted geometry (ωB97M-V/def2-TZVPD, the OMol25 dataset).

```
! RIJCOSX wB97M-V def2-TZVPD def2/J DEFGRID3
* xyz 0 1
C -6.0386 -3.5533 0.6915
C -5.3058 -2.8677 -0.4682
O -4.3863 -1.8869 -0.0127
C -3.1315 -2.4269 0.3605
C -2.4545 -1.4779 1.3268
O -3.2474 -1.4402 2.5205
C -2.5921 -1.1310 3.6505
O -1.4224 -0.8378 3.7054
N -3.4837 -1.1695 4.7536
C -2.9268 -1.8859 5.9095
N -3.6518 -3.1576 6.0825
B -4.1011 0.1428 5.0564
O -3.5344 0.9537 6.0243
C -5.4013 0.5541 4.2754
C -6.6110 0.0032 5.0640
H -5.6254 -4.5360 0.9295
H -5.9762 -2.9150 1.5767
H -7.0971 -3.6918 0.4483
H -4.7843 -3.6081 -1.0911
H -6.0138 -2.3454 -1.1169
H -2.4906 -2.5718 -0.5202
H -3.2904 -3.3832 0.8815
H -2.4376 -0.4751 0.8906
H -1.4453 -1.8371 1.5352
H -3.0175 -1.2610 6.8035
H -1.8667 -2.0933 5.7515
H -3.9182 -3.2820 7.0516
H -4.5166 -3.0944 5.5549
H -4.1419 1.2054 6.7282
H -5.3737 0.0504 3.3006
H -5.4840 1.6334 4.1250
H -7.5434 0.0908 4.5035
H -6.4523 -1.0567 5.3026
H -6.7235 0.5222 6.0243
F -1.8912 -5.1501 -2.7766
C -1.6283 -4.0731 -3.5486
C -0.4082 -3.9919 -4.1888
C -0.1496 -2.8794 -4.9769
C -1.0978 -1.8742 -5.1102
C -2.3131 -1.9800 -4.4501
C -2.5886 -3.0897 -3.6641
H 0.3176 -4.7842 -4.0662
H 0.8006 -2.7971 -5.4879
H -0.8846 -1.0080 -5.7194
H -3.0522 -1.1951 -4.5419
H -3.5314 -3.1932 -3.1434
F 0.9589 0.6441 -4.1905
C 0.7778 0.4821 -2.8608
C 1.6998 -0.2600 -2.1523
C 1.5182 -0.4038 -0.7845
C 0.4292 0.1819 -0.1523
C -0.4870 0.9157 -0.8948
C -0.3169 1.0736 -2.2633
H 2.5373 -0.7077 -2.6663
H 2.2369 -0.9750 -0.2120
H 0.2962 0.0666 0.9159
H -1.3381 1.3742 -0.4081
H -1.0115 1.6491 -2.8602
F 4.6743 -0.9052 -1.7006
C 5.7271 -0.0818 -1.4992
C 5.9525 0.4040 -0.2275
C 7.0303 1.2550 -0.0289
C 7.8523 1.6062 -1.0913
C 7.5986 1.1026 -2.3599
C 6.5274 0.2465 -2.5739
H 5.2927 0.1225 0.5818
H 7.2244 1.6487 0.9598
H 8.6848 2.2786 -0.9322
H 8.2332 1.3813 -3.1906
H 6.3098 -0.1600 -3.5521
F 8.6477 5.3207 -1.3018
C 7.4214 5.8273 -1.5607
C 6.3735 4.9532 -1.7626
C 5.1163 5.4779 -2.0260
C 4.9285 6.8521 -2.0874
C 6.0028 7.7069 -1.8818
C 7.2654 7.1973 -1.6129
H 6.5455 3.8865 -1.7152
H 4.2817 4.8074 -2.1824
H 3.9467 7.2558 -2.2946
H 5.8604 8.7782 -1.9311
H 8.1161 7.8435 -1.4449
*
```

Electronic energy (hartree): -2077.6023
Orbital gap (eV): 9.6
M (g mol⁻¹): 602.48
E_HOMO (eV): -9.17



(6)
# C11H15NS

2 unconnected molecules or ions with the total composition C11H15NS at a distorted geometry (ωB97M-V/def2-TZVPD, the OMol25 dataset).

```
! RIJCOSX wB97M-V def2-TZVPD def2/J DEFGRID3
* xyz 0 1
C -0.1135 2.1805 -2.1497
C 0.1455 1.4767 -0.8497
C -0.6587 0.7494 -0.0443
N 0.0300 0.2787 1.0466
C 1.3355 0.6888 0.9493
C 2.4112 0.4073 1.7774
C 3.6352 0.9729 1.4657
C 3.7669 1.7799 0.3254
C 2.6956 2.0120 -0.5076
C 1.4461 1.4520 -0.2272
H -0.4658 3.1996 -1.9488
H -0.8853 1.6677 -2.7257
H 0.8115 2.2693 -2.7113
H -1.7093 0.5201 -0.1727
H -0.3792 -0.3943 1.6731
H 2.3174 -0.2182 2.6626
H 4.4706 0.8119 2.1324
H 4.7371 2.1496 0.0378
H 2.8248 2.6215 -1.3885
C -3.4597 -3.2351 -1.4347
S -2.2512 -2.5225 -0.3100
C -3.3822 -1.7636 0.8974
H -4.2568 -3.7746 -0.9362
H -3.9185 -2.4981 -2.0948
H -2.8821 -3.9268 -2.0380
H -4.0111 -1.0042 0.4348
H -2.7850 -1.1966 1.6185
H -3.9350 -2.5786 1.3588
*
```

Electronic energy (hartree): -881.0911
Orbital gap (eV): 8.5
M (g mol⁻¹): 193.32
E_HOMO (eV): -7.68
Energy above the lowest of the compared OMol25 structures with the same formula, charge and spin (kJ/mol): 23.80